A cluster of 11 separate species, C33H33F11O33 in total at a distorted geometry, computed with ωB97M-V/def2-TZVPD.

Each line ends with the Mulliken charge.
Geometry (Å):
C: -2.725 3.892 2.098  -0.152
C: -3.662 5.076 2.071  0.234
O: -2.857 6.159 2.423  -0.346
C: -1.733 5.703 3.050  0.520
O: -0.905 6.360 3.566  -0.474
O: -1.683 4.342 2.974  -0.066
F: -4.659 4.928 3.010  -0.320
H: -2.317 3.661 1.113  0.075
H: -3.176 2.990 2.500  0.210
H: -4.162 5.284 1.129  0.347
C: -4.081 0.138 -2.369  -0.149
C: -4.751 0.637 -3.651  0.426
O: -4.229 1.959 -3.765  -0.411
C: -3.038 2.004 -3.111  0.413
O: -2.246 2.876 -3.218  -0.524
O: -2.891 0.916 -2.328  0.204
F: -6.091 0.696 -3.542  -0.306
H: -3.833 -0.917 -2.413  -0.197
H: -4.722 0.398 -1.526  0.346
H: -4.420 0.089 -4.534  0.257
C: -0.118 -0.605 -0.109  1.270
C: -0.400 0.864 -0.413  0.748
O: 0.797 1.523 -0.049  -0.151
C: 1.723 0.614 0.328  0.167
O: 2.815 0.882 0.736  -0.370
O: 1.293 -0.630 0.123  -0.208
F: -1.456 1.362 0.263  -0.164
H: -0.384 -1.288 -0.905  -1.127
H: -0.679 -0.893 0.783  -0.431
H: -0.585 0.952 -1.485  0.131
C: -2.552 -5.233 -0.175  -0.503
C: -2.612 -3.848 -0.806  0.304
O: -2.865 -4.170 -2.142  -0.270
C: -2.312 -5.412 -2.390  0.438
O: -2.177 -5.902 -3.457  -0.512
O: -1.941 -5.967 -1.221  -0.322
F: -1.388 -3.238 -0.709  -0.095
H: -3.578 -5.552 0.022  0.371
H: -1.949 -5.255 0.727  0.347
H: -3.359 -3.192 -0.370  0.314
C: 4.527 0.833 -2.021  -0.015
C: 4.119 -0.629 -2.044  0.316
O: 4.912 -1.154 -3.050  -0.381
C: 5.325 -0.136 -3.887  0.468
O: 5.868 -0.311 -4.917  -0.489
O: 5.010 1.055 -3.338  -0.374
F: 2.786 -0.788 -2.355  -0.142
H: 5.295 0.976 -1.255  0.213
H: 3.751 1.552 -1.773  -0.008
H: 4.313 -1.126 -1.096  0.408
C: 1.220 0.846 4.526  -0.045
C: 0.127 1.892 4.529  0.317
O: -0.845 1.307 5.353  -0.344
C: -0.712 -0.040 5.304  0.553
O: -1.512 -0.841 5.663  -0.528
O: 0.479 -0.363 4.751  -0.353
F: -0.385 2.042 3.264  -0.202
H: 1.913 0.998 5.355  0.276
H: 1.769 0.746 3.596  -0.064
H: 0.362 2.883 4.906  0.376
C: 2.271 4.213 0.341  0.594
C: 1.451 4.377 1.597  1.219
O: 1.184 5.720 1.643  -0.295
C: 2.097 6.404 0.853  0.436
O: 2.233 7.573 0.863  -0.502
O: 2.796 5.519 0.104  -0.409
F: 2.173 4.005 2.735  -0.402
H: 1.629 3.954 -0.503  0.024
H: 3.062 3.473 0.429  -0.232
H: 0.569 3.742 1.608  -0.389
C: 2.461 -3.672 -1.621  0.118
C: 1.390 -3.590 -2.690  1.350
O: 0.680 -4.799 -2.559  -0.207
C: 1.371 -5.647 -1.744  0.435
O: 1.023 -6.733 -1.431  -0.508
O: 2.537 -5.079 -1.354  -0.421
F: 1.956 -3.582 -3.933  -0.381
H: 2.188 -3.155 -0.701  0.001
H: 3.409 -3.314 -2.013  0.224
H: 0.717 -2.740 -2.598  -0.536
C: -4.021 -2.385 4.378  -0.400
C: -2.762 -3.206 4.141  0.260
O: -2.162 -2.533 3.069  -0.175
C: -3.136 -1.871 2.376  0.560
O: -2.978 -1.346 1.321  -0.358
O: -4.295 -1.915 3.043  -0.398
F: -3.074 -4.471 3.725  -0.321
H: -3.825 -1.525 5.015  0.268
H: -4.888 -2.940 4.720  0.329
H: -2.125 -3.239 5.018  0.285
C: -2.993 -2.998 -5.875  -0.533
C: -1.636 -3.691 -5.792  0.271
O: -1.006 -3.112 -4.685  -0.192
C: -1.725 -2.066 -4.223  0.262
O: -1.438 -1.435 -3.257  -0.251
O: -2.863 -1.917 -4.916  -0.312
F: -0.909 -3.375 -6.915  -0.333
H: -3.805 -3.597 -5.469  0.297
H: -3.160 -2.595 -6.867  0.347
H: -1.643 -4.773 -5.709  0.304
C: 4.933 2.377 2.447  0.252
C: 6.240 2.152 3.203  0.299
O: 7.155 2.996 2.521  -0.353
C: 6.556 3.563 1.435  0.539
O: 7.036 4.419 0.780  -0.500
O: 5.355 2.975 1.224  -0.338
F: 6.670 0.872 3.110  -0.303
H: 4.253 3.026 2.996  -0.016
H: 4.406 1.462 2.205  0.041
H: 6.227 2.536 4.221  0.343

spin multiplicity = 1
orbital gap = 11.29 eV
F_max = 1.82 eV/A
HOMO level = -11.402 eV
relative energy (zero: lowest compared OMol25 entry of this formula, charge and spin) = 0.0 kJ/mol
SMILES = O=C1OC[C@@H](F)O1.O=C1OC[C@@H](F)O1.O=C1OC[C@@H](F)O1.O=C1OC[C@@H](F)O1.O=C1OC[C@@H](F)O1.O=C1OC[C@@H](F)O1.O=C1OC[C@@H](F)O1.O=C1OC[C@@H](F)O1.O=C1OC[C@@H](F)O1.O=C1OC[C@@H](F)O1.O=C1OC[C@@H](F)O1
DFT total energy = -132219.6155 eV

=====

A structure of composition C33H33F3N3P2S2V at a distorted geometry, computed with ωB97M-V/def2-TZVPD.

Each line ends with the Mulliken charge.
Geometry (Å):
V: 0.451 0.435 0.657  -0.733
S: 0.418 1.235 2.693  -0.672
P: -1.558 1.412 2.018  1.965
C: -1.413 0.821 0.381  0.488
P: -2.014 -0.726 -0.164  0.689
S: -0.341 -1.816 0.218  -0.548
C: -2.328 -0.647 -1.919  0.722
C: -2.286 0.561 -2.608  0.124
C: -2.569 0.577 -3.969  -0.838
C: -2.887 -0.603 -4.625  -0.537
C: -2.930 -1.811 -3.932  -0.748
C: -2.655 -1.838 -2.576  -0.794
C: -3.520 -1.325 0.573  1.097
C: -3.552 -2.493 1.324  -0.206
C: -4.772 -2.961 1.795  -0.704
C: -5.939 -2.260 1.522  -0.534
C: -5.903 -1.084 0.775  -0.760
C: -4.693 -0.615 0.291  -0.573
C: -2.542 0.494 3.200  0.680
C: -2.033 -0.644 3.826  -0.309
C: -2.797 -1.299 4.775  -0.857
C: -4.065 -0.825 5.093  -0.589
C: -4.577 0.300 4.460  -0.751
C: -3.815 0.972 3.515  -0.608
C: -2.036 3.126 2.079  0.119
C: -1.816 3.853 3.251  -0.384
C: -2.234 5.172 3.318  -0.804
C: -2.869 5.754 2.225  -0.508
C: -3.090 5.025 1.064  -0.815
C: -2.669 3.704 0.984  -0.097
H: -2.039 1.475 -2.086  0.325
H: -2.547 1.513 -4.515  0.471
H: -3.113 -0.583 -5.685  0.447
H: -3.184 -2.727 -4.452  0.459
H: -2.697 -2.774 -2.030  0.423
H: -2.636 -3.030 1.541  0.403
H: -4.811 -3.875 2.376  0.458
H: -6.888 -2.632 1.892  0.446
H: -6.820 -0.545 0.561  0.469
H: -4.660 0.284 -0.319  0.384
H: -1.052 -1.019 3.574  0.194
H: -2.407 -2.180 5.270  0.460
H: -4.657 -1.337 5.844  0.445
H: -5.566 0.663 4.711  0.460
H: -4.206 1.859 3.031  0.504
H: -1.332 3.393 4.106  0.399
H: -2.066 5.749 4.220  0.443
H: -3.193 6.787 2.280  0.415
H: -3.583 5.487 0.217  0.450
H: -2.816 3.132 0.077  0.397
C: 3.448 -0.193 -3.838  -0.719
C: 2.070 -0.791 -3.654  -0.677
N: 1.681 -0.646 -2.249  0.135
C: 2.538 -0.538 -1.243  0.238
N: 2.034 -0.264 0.006  0.768
C: 2.936 -0.352 1.200  -1.027
C: 4.101 -1.274 0.900  -0.979
C: 4.798 -0.764 -0.341  -0.721
N: 3.837 -0.680 -1.454  0.140
C: 4.386 -0.805 -2.821  -0.720
H: 3.406 0.890 -3.705  0.327
H: 3.814 -0.398 -4.842  0.386
H: 2.062 -1.842 -3.937  0.333
H: 1.331 -0.271 -4.257  0.409
H: 0.702 -0.635 -2.027  -0.276
H: 2.375 -0.755 2.042  0.593
H: 3.310 0.632 1.473  0.394
H: 3.739 -2.289 0.731  0.352
H: 4.780 -1.288 1.750  0.423
H: 5.583 -1.449 -0.652  0.503
H: 5.253 0.211 -0.168  0.304
H: 4.570 -1.857 -3.040  0.340
H: 5.344 -0.292 -2.825  0.469
F: 0.330 1.932 -1.758  -0.189
C: 0.789 2.070 -0.495  0.654
F: 2.110 2.374 -0.614  -0.260
F: 0.223 3.178 0.019  -0.168

spin multiplicity = 1
orbital gap = 7.20 eV
F_max = 2.17 eV/A
HOMO level = -14.140 eV
relative energy (zero: lowest compared OMol25 entry of this formula, charge and spin) = 0.0 kJ/mol
total charge = +2
DFT total energy = -113303.1376 eV

=====

A structure of composition C33H33F6MnN2O11S2Sb, computed with ωB97M-V/def2-TZVPD.

Each line ends with the Mulliken charge.
Geometry (Å):
Mn: 0.008 0.866 -0.203  1.367
O: 1.913 4.371 0.907  -0.832
C: 1.311 3.304 0.969  -0.170
O: 0.652 2.758 0.012  -0.805
C: 1.281 2.540 2.292  0.416
C: -0.130 2.029 2.620  0.112
C: -0.235 1.703 4.110  -1.128
C: 0.630 0.418 4.198  -0.879
C: 1.023 0.209 2.731  -0.062
O: -0.136 0.706 2.035  0.119
C: 2.106 1.205 2.305  0.201
C: 2.713 0.775 0.957  -0.284
O: 3.913 0.941 0.764  -0.806
O: 1.901 0.185 0.155  -0.420
H: 1.638 3.222 3.063  0.425
H: -0.949 2.611 2.209  0.248
H: -1.272 1.501 4.380  0.318
H: 0.138 2.516 4.732  0.457
H: 0.048 -0.427 4.567  0.297
H: 1.510 0.535 4.831  0.368
H: 1.214 -0.818 2.428  0.214
H: 2.924 1.264 3.021  0.460
N: 0.174 0.942 -2.366  -0.471
C: -1.028 0.277 -2.873  -0.948
C: -1.344 -0.947 -2.009  0.469
O: -2.161 -1.764 -2.413  -0.776
O: -0.686 -1.000 -0.904  1.071
H: 0.310 1.865 -2.758  0.257
H: 0.999 0.379 -2.555  0.145
H: -0.955 -0.045 -3.915  0.390
H: -1.874 0.959 -2.782  0.117
C: 1.017 -5.143 2.695  -1.284
C: 1.801 -5.719 1.544  0.929
C: 2.382 -6.976 1.674  -0.724
C: 3.106 -7.546 0.635  -0.612
C: 3.253 -6.849 -0.553  -0.939
C: 2.667 -5.594 -0.691  -0.226
C: 1.932 -5.009 0.338  0.459
Sb: 1.002 -3.019 0.144  0.197
C: -0.929 -4.004 0.108  0.430
C: -1.104 -5.183 -0.611  -0.567
C: -2.337 -5.819 -0.676  -0.888
C: -3.417 -5.275 -0.002  -0.632
C: -3.247 -4.119 0.746  -0.573
C: -2.015 -3.472 0.819  0.936
C: -1.884 -2.238 1.669  -1.358
C: 1.434 -2.919 -1.966  1.464
C: 0.479 -3.231 -2.929  -1.010
C: 0.743 -3.059 -4.284  -0.599
C: 1.976 -2.575 -4.686  -0.750
C: 2.940 -2.273 -3.732  -0.844
C: 2.691 -2.438 -2.371  0.509
C: 3.773 -2.125 -1.372  -1.308
H: 1.105 -5.765 3.586  0.439
H: -0.042 -5.059 2.435  0.221
H: 1.368 -4.137 2.942  0.156
H: 2.265 -7.520 2.607  0.330
H: 3.553 -8.527 0.756  0.320
H: 3.818 -7.277 -1.373  0.417
H: 2.780 -5.064 -1.631  0.300
H: -0.257 -5.626 -1.123  0.570
H: -2.449 -6.732 -1.250  0.374
H: -4.391 -5.747 -0.053  0.350
H: -4.091 -3.696 1.279  0.336
H: -2.803 -2.048 2.225  0.434
H: -1.675 -1.365 1.052  -0.038
H: -1.065 -2.337 2.386  0.113
H: -0.507 -3.555 -2.628  0.257
H: -0.027 -3.281 -5.013  0.381
H: 2.191 -2.424 -5.738  0.330
H: 3.910 -1.902 -4.045  0.354
H: 4.688 -1.808 -1.873  0.474
H: 4.007 -3.007 -0.766  0.190
H: 3.467 -1.329 -0.688  0.081
F: -1.522 3.357 -1.843  -0.195
C: -2.552 3.791 -1.111  0.672
F: -2.154 4.825 -0.385  -0.247
F: -3.500 4.193 -1.956  -0.249
S: -3.192 2.387 -0.037  1.312
O: -2.085 1.465 0.067  -0.836
O: -4.376 1.933 -0.705  -0.692
N: -3.424 2.994 1.408  -0.225
S: -4.751 3.843 1.660  1.007
O: -5.128 4.682 0.556  -0.641
O: -4.692 4.412 2.973  -0.707
C: -6.142 2.580 1.808  0.652
F: -6.951 2.607 0.754  -0.240
F: -5.683 1.341 1.972  -0.224
F: -6.885 2.881 2.889  -0.255

spin multiplicity = 2
orbital gap (alpha / beta) = 7.22 / 6.77 eV
F_max = 0.66 eV/A
HOMO level (alpha / beta) = -3.121 / -2.671 eV
total charge = -2
DFT total energy = -136097.2938 eV

=====

A structure of composition C33H33FeN3OP2 at a distorted geometry, computed with ωB97M-V/def2-TZVPD.

Each line ends with the Mulliken charge.
Geometry (Å):
Fe: -0.251 0.979 -1.669  -0.358
C: 1.892 0.388 3.576  -0.844
C: 0.462 -0.060 3.303  0.003
C: -0.171 -0.609 4.402  -1.078
C: -1.496 -1.102 4.336  -0.913
C: -2.260 -1.086 3.165  -0.794
C: -1.626 -0.574 2.026  -0.703
C: -0.336 -0.029 2.109  1.525
P: 0.237 0.868 0.662  2.327
C: 2.023 0.459 0.794  -0.068
C: 3.039 1.351 1.140  -0.171
C: 4.373 0.939 1.182  -0.962
C: 4.661 -0.362 0.884  -0.947
C: 3.656 -1.249 0.568  -0.814
C: 2.350 -0.841 0.443  0.698
C: 1.333 -1.880 0.017  -0.577
C: 0.049 2.552 1.206  0.295
C: 0.024 2.937 2.567  -0.362
C: -0.171 4.265 2.932  -0.971
C: -0.410 5.181 1.900  -0.475
C: -0.387 4.816 0.542  -0.715
C: -0.107 3.510 0.148  0.394
C: 0.207 3.009 -1.251  -1.826
H: 2.080 0.079 4.598  0.575
H: 2.077 1.407 3.516  0.239
H: 2.638 -0.075 2.942  0.109
H: 0.338 -0.688 5.352  0.410
H: -1.881 -1.445 5.265  0.406
H: -3.292 -1.399 3.150  0.454
H: -2.038 -0.721 1.042  0.296
H: 2.750 2.328 1.419  0.709
H: 5.149 1.619 1.512  0.397
H: 5.682 -0.699 0.870  0.408
H: 3.862 -2.242 0.144  0.511
H: 1.055 -2.409 0.891  0.846
H: 1.933 -3.841 -0.370  0.270
H: 0.342 -1.478 -0.262  -0.432
H: -0.043 2.151 3.337  0.385
H: -0.230 4.558 3.994  0.406
H: -0.686 6.202 2.220  0.337
H: -0.764 5.541 -0.180  0.384
H: 1.278 2.883 -1.220  0.341
H: 0.122 3.662 -2.067  0.744
N: 2.087 0.425 -3.863  -0.357
C: 1.905 -0.515 -2.922  0.360
O: 0.757 -0.441 -2.364  0.157
C: 2.734 -1.594 -2.686  1.092
C: 2.607 -2.802 -1.934  -1.637
N: 1.921 -2.936 -0.814  0.272
C: 3.624 -1.724 -3.774  -0.428
N: 4.339 -1.615 -4.694  -0.718
H: 1.329 1.041 -4.142  0.203
H: 2.832 0.308 -4.552  0.244
C: -4.061 0.942 -1.417  -1.484
P: -2.570 0.204 -2.197  0.940
C: -2.994 0.148 -3.963  -1.434
C: -2.700 -1.525 -1.720  0.549
C: -3.719 -2.089 -0.917  0.007
C: -3.699 -3.402 -0.595  -0.821
C: -2.686 -4.170 -1.114  -0.429
C: -1.656 -3.649 -1.905  -0.823
C: -1.696 -2.329 -2.268  -0.316
H: -4.051 0.725 -0.405  0.410
H: -4.959 0.500 -1.856  0.440
H: -4.151 2.052 -1.554  0.365
H: -3.853 -0.411 -4.118  0.520
H: -2.194 -0.351 -4.547  0.366
H: -3.151 1.185 -4.236  0.463
H: -4.454 -1.455 -0.423  0.344
H: -4.441 -3.896 0.015  0.439
H: -2.651 -5.257 -0.915  0.336
H: -0.957 -4.363 -2.344  0.430
H: -0.958 -1.899 -2.914  0.048

spin multiplicity = 5
orbital gap (alpha / beta) = 7.14 / 6.86 eV
F_max = 3.09 eV/A
HOMO level (alpha / beta) = -6.907 / -6.914 eV
relative energy (zero: lowest compared OMol25 entry of this formula, charge and spin) = 218.3 kJ/mol
DFT total energy = -94236.0491 eV

=====

A structure of composition C33H33N3NiPSe2, computed with ωB97M-V/def2-TZVPD.

Each line ends with the Mulliken charge.
Geometry (Å):
Ni: -1.925 1.335 -0.630  -0.358
C: -4.824 -0.711 -2.042  -0.804
Se: -4.155 1.076 -1.689  0.116
C: -5.043 1.360 0.037  -0.580
C: -4.655 2.713 0.592  -0.949
Se: -2.750 2.844 1.044  0.130
C: -2.863 2.042 2.809  -0.915
H: -4.813 -1.291 -1.125  0.151
H: -4.175 -1.168 -2.784  0.333
H: -5.831 -0.622 -2.434  0.404
H: -4.743 0.542 0.691  0.215
H: -6.117 1.312 -0.132  0.520
H: -5.211 2.936 1.501  0.471
H: -4.848 3.506 -0.126  0.421
H: -3.391 2.731 3.461  0.448
H: -1.849 1.892 3.171  0.258
H: -3.379 1.088 2.750  0.232
C: -4.034 -3.142 2.423  -0.684
C: -3.188 -2.298 3.129  -0.737
C: -2.226 -1.556 2.460  -1.240
C: -2.091 -1.650 1.072  0.925
C: -2.953 -2.492 0.372  -0.628
C: -3.913 -3.239 1.044  -0.931
P: -0.980 -0.468 0.241  2.606
C: 0.422 -0.268 1.387  0.003
C: 0.993 -1.354 2.052  -0.087
C: 2.079 -1.159 2.891  -0.934
C: 2.611 0.116 3.058  -0.582
C: 2.058 1.196 2.386  -0.708
C: 0.959 1.006 1.557  -0.131
C: -0.197 -1.334 -1.171  0.399
C: -0.235 -2.722 -1.312  -0.653
C: 0.384 -3.365 -2.372  -0.903
C: 1.057 -2.620 -3.327  -0.887
C: 1.137 -1.245 -3.191  -0.113
C: 0.542 -0.599 -2.112  -1.003
H: -4.779 -3.731 2.946  0.434
H: -3.272 -2.226 4.207  0.452
H: -1.558 -0.913 3.021  0.576
H: -2.879 -2.569 -0.705  0.959
H: -4.567 -3.901 0.489  0.465
H: 0.584 -2.350 1.917  0.402
H: 2.516 -2.000 3.415  0.451
H: 3.468 0.264 3.705  0.427
H: 2.487 2.185 2.502  0.489
H: 0.521 1.847 1.029  0.113
H: -0.743 -3.317 -0.565  0.557
H: 0.342 -4.445 -2.448  0.474
H: 1.530 -3.108 -4.170  0.425
H: 1.667 -0.652 -3.927  0.597
C: 0.185 3.115 -1.675  -1.014
C: -0.206 1.774 -1.774  0.772
N: 0.815 0.808 -1.958  0.513
C: 2.124 1.190 -1.896  -0.133
C: 2.527 2.466 -1.641  0.859
C: 1.494 3.472 -1.565  -1.097
C: 3.924 2.862 -1.520  -0.930
C: 5.064 2.213 -1.227  -0.861
C: 5.382 0.841 -0.801  1.001
C: 6.719 0.444 -0.790  -0.710
C: 7.012 -0.844 -0.387  -0.283
N: 6.073 -1.700 0.013  -0.597
C: 4.833 -1.217 0.010  -0.184
N: 4.440 -0.007 -0.376  -0.207
H: -0.589 3.870 -1.669  0.520
H: -1.182 1.532 -2.245  -0.216
H: 2.839 0.401 -2.047  0.706
H: 1.769 4.514 -1.456  0.430
H: 4.073 3.923 -1.710  0.290
H: 5.951 2.836 -1.274  0.274
H: 7.502 1.131 -1.089  0.393
H: 8.031 -1.215 -0.386  0.397
H: 4.052 -1.883 0.365  0.450

spin multiplicity = 3
orbital gap (alpha / beta) = 6.12 / 7.47 eV
F_max = 0.76 eV/A
HOMO level (alpha / beta) = -8.355 / -10.226 eV
relative energy (zero: lowest compared OMol25 entry of this formula, charge and spin) = 90.5 kJ/mol
total charge = +1
DFT total energy = -220244.7849 eV